No. 1
Formula: C6H24KO6
Source: the Open Molecules 2025 dataset
Level of theory: ωB97M-V/def2-TZVPD

Structure (XYZ):
```
37
Properties=species:S:1:pos:R:3:lowdin_charge:R:1
K -0.59841 0.91205 2.82321 0.973
O -4.04615 -2.92618 1.13262 -0.141
O 1.34083 0.68652 8.12557 -0.137
O 0.81727 1.56381 -2.44417 -0.125
O 1.35946 6.11134 3.86953 -0.150
O 3.93295 -2.76067 3.09384 -0.132
O -5.39749 4.01427 3.00059 -0.126
C -5.20962 -2.74246 0.31067 -0.150
C 0.29032 0.52216 -3.19232 -0.188
C -6.76150 3.80001 2.97004 -0.191
C 0.79640 7.14023 2.98549 -0.128
C 2.68866 0.85668 8.62535 -0.146
C 4.05363 -3.92016 3.90803 -0.166
H 1.78279 6.60585 4.57512 0.063
H 4.65611 -2.80259 2.46385 0.073
H 1.23696 2.16382 -3.06501 0.080
H -7.24767 4.63550 3.47372 0.078
H 3.16507 1.61857 8.00838 0.076
H -0.54836 0.84260 -3.81041 0.082
H 1.59862 7.60584 2.41298 0.076
H 3.46542 -3.85990 4.82372 0.077
H 5.07640 -4.03751 4.26616 0.075
H -0.10573 -0.17277 -2.45184 0.073
H -7.04233 2.93654 3.57308 0.083
H -4.99297 -2.09620 -0.53992 0.075
H 3.27115 -0.05978 8.53104 0.072
H 1.00897 -0.17273 8.39607 0.065
H 3.84539 -4.81685 3.32435 0.077
H -6.08436 -2.31874 0.80401 0.074
H -7.11606 3.74167 1.94097 0.081
H -5.19564 4.80557 2.49591 0.079
H 1.08636 -0.00596 -3.71720 0.084
H 0.04469 6.62695 2.38585 0.071
H 2.79495 1.12579 9.67625 0.074
H -4.11333 -3.71099 1.68139 0.070
H -5.44856 -3.71605 -0.11725 0.078
H 0.28155 7.92244 3.54332 0.074
```

HOMO-LUMO gap in eV: 8.497
Electronic energy in eV: -35212.724
Highest occupied orbital energy in eV: -12.4
Energy relative to the best compared isomer or geometry (same formula, charge and spin) in kJ/mol: 485.89
Charge: +1
Maximum force in Eh/bohr: 0.0364



No. 2
Formula: C6H24N10O6
Source: the Open Molecules 2025 dataset
Level of theory: ωB97M-V/def2-TZVPD

Structure (XYZ):
```
46
Properties=species:S:1:pos:R:3:lowdin_spin:R:1
O -1.12402 -0.89471 -2.19465 0.413
O -0.83025 3.10450 -0.65990 0.000
O 0.17769 -4.45889 0.73807 0.005
O -0.35410 -1.53516 1.16398 0.132
O 4.68497 -0.61110 1.69563 0.000
O -3.56008 -0.39606 0.72688 0.004
N -4.61844 -1.56153 -0.84750 0.000
N 3.42596 1.16234 1.46436 0.001
N -0.88991 1.13063 -2.63258 0.040
N -0.96325 0.55024 0.71785 0.299
N 0.53701 3.91476 0.90014 0.000
N -1.58483 4.31668 1.02872 0.001
N -2.94103 -2.47010 -0.00586 0.001
N -0.03208 -0.22356 -3.99133 0.011
N 4.17752 0.38388 -0.26769 0.000
N 0.77191 0.24810 1.84246 0.007
C -0.71666 -0.05235 -2.94513 0.047
C -3.70518 -1.37610 0.00455 0.000
C -0.62138 3.77377 0.34775 0.000
C -0.19127 -0.32319 1.22887 0.032
C 4.13221 0.25469 1.02772 0.000
C 1.56305 -4.79987 1.05258 0.000
H 3.35345 1.31907 2.45949 0.000
H 3.26714 1.94019 0.84000 0.000
H 1.49581 -5.76971 1.54551 0.000
H 1.52123 -0.35203 2.15624 0.001
H -1.34883 4.54169 1.98463 0.000
H -3.00021 -2.89088 -0.92212 0.000
H -2.50220 4.44415 0.62586 0.000
H -1.99938 -2.48631 0.35902 -0.001
H 0.20668 -1.19524 -4.12893 0.000
H -0.67752 1.88924 -3.26463 0.003
H -4.34301 -2.12481 -1.63931 0.000
H -0.79238 1.54561 0.70560 0.006
H 0.58819 4.50421 1.71869 0.000
H 0.40168 0.48189 -4.56950 0.002
H 0.80993 1.25684 1.80925 -0.001
H 4.58262 -0.32631 -0.86068 0.000
H -1.89311 0.16685 0.62579 0.001
H 2.23963 -4.82082 0.19824 0.000
H 1.82952 -3.99939 1.74275 0.000
H -0.07115 -3.55407 0.94048 -0.001
H -5.32729 -0.84294 -0.81193 0.000
H 1.30398 3.45357 0.43199 0.000
H -0.95861 1.39860 -1.66120 -0.002
H 3.97593 1.28347 -0.68024 0.000
```

HOMO-LUMO gap (alpha / beta) in eV: 8.868 / 3.401
Electronic energy in eV: -33788.905
Highest occupied orbital energy (alpha / beta) in eV: -11.8 / -11.8
Energy relative to the best compared isomer or geometry (same formula, charge and spin) in kJ/mol: 53.38
Charge: +1
Spin multiplicity: 2
Expectation value of S²: 0.760
Maximum force in Eh/bohr: 0.2056



No. 3
Formula: C6H24N14O12Tl
Source: the Open Molecules 2025 dataset
Level of theory: ωB97M-V/def2-TZVPD

Structure (XYZ):
```
57
Properties=species:S:1:pos:R:3:lowdin_charge:R:1
Tl -0.59310 0.46871 0.44848 1.333
O -3.43719 4.10651 -0.72688 0.036
O -3.21207 -0.61499 1.17950 -0.036
O 0.70768 -1.16770 -1.63325 -0.021
O -0.35219 1.77536 -2.07039 -0.046
O -4.76308 2.73622 0.42953 0.059
O 2.36921 2.06838 4.21867 0.158
O 3.36852 1.03512 2.62092 0.127
O -2.87736 2.12914 -0.36175 0.016
O 2.04361 1.46099 -0.32074 -0.016
O 1.69809 -1.20287 1.23385 -0.016
O -1.03898 -0.57008 3.22689 0.001
O 1.34406 1.39532 2.50893 0.084
N 3.67466 -1.29829 0.19561 0.203
N 2.63257 2.92004 -1.89198 0.191
N -5.34589 -0.60203 1.38235 0.197
N -3.68260 2.96857 -0.19271 -0.566
N 2.34859 1.46438 3.15972 -0.597
N -0.72635 -2.39048 4.44161 0.172
N -0.28363 -0.63273 5.36423 0.182
N 3.38801 1.04325 -2.04060 0.178
N 1.92888 -1.72908 -3.27766 0.180
N -0.02616 2.40803 -4.13317 0.185
N -1.62955 3.30653 -3.05192 0.221
N 2.26791 -3.03831 0.19649 0.169
N -4.30442 -2.38426 2.09430 0.178
N -0.02132 -2.71203 -3.12226 0.202
C -4.22111 -1.17536 1.54005 -0.762
C -0.61252 2.57838 -2.99253 -0.740
C 2.54863 -1.79163 0.61416 -0.747
C -0.71263 -1.12193 4.25072 -0.789
C 0.81422 -1.83327 -2.63810 -0.782
C 2.70096 1.79862 -1.29309 -0.787
H -6.25796 -1.01191 1.52461 0.129
H -0.05473 -1.11006 6.22438 0.128
H 2.91274 -3.47926 -0.44371 0.098
H -3.51762 -3.01179 2.17945 0.111
H -0.92923 -2.79707 -2.68804 0.130
H 3.65929 1.39974 -2.94583 0.128
H 0.59181 1.62550 -4.29394 0.126
H -2.05904 3.70395 -2.22870 0.092
H -0.03948 0.33766 5.22698 0.122
H 3.59892 0.08091 -1.81809 0.093
H 4.28701 -2.01295 -0.17099 0.123
H 2.42287 -1.01819 -2.75737 0.079
H -5.29350 0.31970 0.97277 0.111
H 2.35466 -2.58852 -3.59419 0.124
H -5.18785 -2.63224 2.51642 0.111
H 0.23861 -3.28099 -3.91525 0.123
H 1.30678 -3.34259 0.13531 0.116
H -0.55607 2.81193 -4.89222 0.121
H -0.37174 -2.82231 5.28296 0.125
H 3.38005 3.00194 -2.56626 0.121
H 2.26352 3.73719 -1.42703 0.145
H -1.68538 3.94255 -3.83453 0.135
H -1.01780 -2.85009 3.59078 0.122
H 3.95868 -0.40158 0.56349 0.118
```

HOMO-LUMO gap in eV: 2.659
Electronic energy in eV: -56719.511
Highest occupied orbital energy in eV: -11.0
Energy relative to the best compared isomer or geometry (same formula, charge and spin) in kJ/mol: 369.44
Charge: +1
Maximum force in Eh/bohr: 0.1550



No. 4
Formula: C6H24NO6
Source: the Open Molecules 2025 dataset
Level of theory: ωB97M-V/def2-TZVPD

Structure (XYZ):
```
37
Properties=species:S:1:pos:R:3:lowdin_charge:R:1
O 0.12022 1.58030 -0.24126 -0.322
O -1.94392 1.35558 -1.83299 -0.156
O -2.52942 -1.42256 1.03367 -0.060
O -3.83116 -0.03928 -1.36360 -0.076
O 3.14783 0.25738 -1.38449 -0.086
O 0.52017 3.45852 -1.98814 -0.181
N 0.59175 -1.73659 1.34089 -0.054
C 1.07898 -0.36302 1.36545 -0.437
C 1.07672 -3.36679 -0.71616 -0.105
C 0.21866 0.74802 1.95233 -0.142
C 0.35488 -2.23168 -0.01322 -0.283
C 2.38614 -0.35398 2.17081 -0.072
C -0.50942 1.54589 0.88055 -0.473
H 1.23778 -0.03514 0.25252 0.109
H -0.69633 -2.71912 0.12714 0.086
H -1.50718 1.07031 0.66473 0.098
H 3.58347 0.79752 -1.99703 -0.014
H -0.34215 3.66629 -1.49051 0.048
H 0.69414 2.74816 -1.27252 0.004
H -3.26678 -0.50440 -1.85909 -0.066
H -2.15312 -1.70822 1.87053 0.024
H 2.36415 0.17639 3.32695 0.137
H -2.00374 -2.05676 0.56333 -0.034
H -0.66050 0.15681 2.48142 0.135
H -3.36774 0.73341 -0.96525 0.022
H 2.79881 -1.24318 2.32959 -0.010
H 2.19898 -3.40791 -0.37858 0.101
H 1.19238 -3.19335 -1.79640 0.066
H 0.86798 1.41591 2.61242 0.106
H 0.66218 -4.33165 -0.61606 0.034
H 2.96996 0.29955 1.51034 0.074
H 1.20982 -2.28349 2.05037 0.142
H -1.88347 1.93091 -2.59689 0.024
H 2.23704 0.60333 -1.03536 0.069
H -1.04581 1.46313 -1.23853 0.045
H -0.76126 2.57045 1.14127 0.101
H 0.02353 -1.38301 -0.69480 0.145
```

HOMO-LUMO gap in eV: 7.722
Electronic energy in eV: -20383.611
Highest occupied orbital energy in eV: -4.5
Energy relative to the best compared isomer or geometry (same formula, charge and spin) in kJ/mol: 474.58
Charge: -1
Maximum force in Eh/bohr: 0.1283



- Which of these has the lowest energy relative to the best compared isomer or geometry (same formula, charge and spin)?
  C6H24N10O6



What did the first record say?
Formula: C6H24KO6
Source: the Open Molecules 2025 dataset
Level of theory: ωB97M-V/def2-TZVPD

Structure (XYZ):
```
37
Properties=species:S:1:pos:R:3:lowdin_charge:R:1
K -0.59841 0.91205 2.82321 0.973
O -4.04615 -2.92618 1.13262 -0.141
O 1.34083 0.68652 8.12557 -0.137
O 0.81727 1.56381 -2.44417 -0.125
O 1.35946 6.11134 3.86953 -0.150
O 3.93295 -2.76067 3.09384 -0.132
O -5.39749 4.01427 3.00059 -0.126
C -5.20962 -2.74246 0.31067 -0.150
C 0.29032 0.52216 -3.19232 -0.188
C -6.76150 3.80001 2.97004 -0.191
C 0.79640 7.14023 2.98549 -0.128
C 2.68866 0.85668 8.62535 -0.146
C 4.05363 -3.92016 3.90803 -0.166
H 1.78279 6.60585 4.57512 0.063
H 4.65611 -2.80259 2.46385 0.073
H 1.23696 2.16382 -3.06501 0.080
H -7.24767 4.63550 3.47372 0.078
H 3.16507 1.61857 8.00838 0.076
H -0.54836 0.84260 -3.81041 0.082
H 1.59862 7.60584 2.41298 0.076
H 3.46542 -3.85990 4.82372 0.077
H 5.07640 -4.03751 4.26616 0.075
H -0.10573 -0.17277 -2.45184 0.073
H -7.04233 2.93654 3.57308 0.083
H -4.99297 -2.09620 -0.53992 0.075
H 3.27115 -0.05978 8.53104 0.072
H 1.00897 -0.17273 8.39607 0.065
H 3.84539 -4.81685 3.32435 0.077
H -6.08436 -2.31874 0.80401 0.074
H -7.11606 3.74167 1.94097 0.081
H -5.19564 4.80557 2.49591 0.079
H 1.08636 -0.00596 -3.71720 0.084
H 0.04469 6.62695 2.38585 0.071
H 2.79495 1.12579 9.67625 0.074
H -4.11333 -3.71099 1.68139 0.070
H -5.44856 -3.71605 -0.11725 0.078
H 0.28155 7.92244 3.54332 0.074
```

HOMO-LUMO gap in eV: 8.497
Electronic energy in eV: -35212.724
Highest occupied orbital energy in eV: -12.4
Energy relative to the best compared isomer or geometry (same formula, charge and spin) in kJ/mol: 485.89
Charge: +1
Maximum force in Eh/bohr: 0.0364



- Number 4 is which compound?
  C6H24NO6